# 1
# C20H20CaN6O2S4

A structure of composition C20H20CaN6O2S4 (ωB97M-V/def2-TZVPD, OMol25).

XYZ file:
```
53
Properties=species:S:1:pos:R:3:forces:R:3
Ca -0.979 0.146 -0.284 0.7 -0.2 -0.2
S 2.236 -0.043 1.288 -0.3 -0.3 -0.4
C 2.495 1.641 1.535 -0.4 0.2 0.0
C 3.790 2.184 1.481 0.1 0.2 0.1
C 4.020 3.539 1.612 0.2 -0.1 0.0
C 2.969 4.420 1.820 -0.1 0.2 0.1
C 1.684 3.919 1.910 -0.2 0.2 0.1
C 1.437 2.559 1.774 0.1 -0.4 -0.1
S -0.288 2.096 1.755 -0.1 -0.1 -0.1
C -0.602 0.981 3.174 0.1 0.2 0.1
C -1.212 -0.382 2.936 -0.1 -0.1 0.2
C -2.067 -0.894 3.904 0.0 0.0 -0.1
C -2.547 -2.187 3.756 0.0 -0.1 -0.1
C -2.135 -2.945 2.674 0.0 0.1 0.1
C -1.276 -2.369 1.745 -0.1 0.0 0.3
C -0.696 -3.252 0.671 0.1 -0.2 -0.1
S 0.246 -2.469 -0.670 -0.1 0.3 0.1
C -0.635 -2.850 -2.165 0.0 -0.1 0.0
C 0.106 -3.504 -3.147 0.0 -0.1 -0.1
C -0.429 -3.736 -4.402 0.1 0.0 0.0
C -1.730 -3.324 -4.666 -0.1 0.0 0.0
C -2.475 -2.685 -3.691 0.2 -0.1 -0.1
C -1.949 -2.417 -2.417 0.0 -0.1 -0.1
S -2.953 -1.619 -1.245 0.0 0.5 0.4
N -0.862 -1.108 1.871 -0.1 0.2 -0.4
H 4.615 1.503 1.324 0.0 0.0 0.0
H 5.036 3.912 1.555 0.0 0.0 0.0
H 3.152 5.481 1.930 0.0 0.0 0.0
H 0.845 4.580 2.100 0.1 0.0 0.0
H -1.278 1.533 3.827 0.1 0.0 0.1
H 0.345 0.854 3.702 0.1 0.0 -0.1
H -2.354 -0.291 4.755 0.0 0.0 0.0
H -3.228 -2.602 4.487 0.0 0.0 0.0
H -2.471 -3.965 2.547 0.0 0.0 0.0
H -1.464 -3.888 0.235 0.0 0.1 0.0
H 0.026 -3.900 1.177 0.0 -0.1 0.0
H 1.109 -3.838 -2.908 0.0 0.0 0.0
H 0.155 -4.246 -5.157 0.0 0.0 0.0
H -2.171 -3.506 -5.638 0.0 0.0 0.0
H -3.488 -2.367 -3.899 0.0 0.0 0.0
N 1.334 0.560 -1.967 0.0 -0.4 0.0
N 1.285 1.714 -2.748 -0.3 -0.1 0.2
C 0.143 2.432 -2.758 0.4 0.2 -0.4
N 0.086 3.507 -3.544 -0.2 0.2 0.1
N -0.805 1.982 -1.957 0.7 -0.7 0.1
N -1.994 2.574 -1.821 -0.1 0.3 0.0
O -2.397 3.470 -2.544 0.0 0.1 0.0
O -2.618 2.100 -0.885 -0.8 0.0 0.3
H 1.931 0.627 -1.141 0.2 0.2 0.2
H 1.643 -0.228 -2.524 -0.1 0.0 -0.1
H 2.111 2.051 -3.215 0.0 0.1 0.0
H 0.879 3.795 -4.089 0.0 0.0 0.0
H -0.772 4.041 -3.557 0.1 -0.1 0.0
```
Forces are in eV/Å.

## Properties
Net charge: 0
Relative energy (zero: lowest compared OMol25 entry of this formula, charge and spin) in kJ/mol: 1.5
HOMO energy in eV: -6.70
Frontier orbital gap in eV: 6.33
2S+1: 1

# 2
# C5H11O2

The ion C5H11O2 with charge -1 (ωB97M-V/def2-TZVPD, OMol25).

XYZ file:
```
18
Properties=species:S:1:pos:R:3:forces:R:3
C -0.437 -1.897 -0.571 -0.2 0.1 0.0
O -0.267 -2.862 0.480 0.1 0.3 0.2
C -1.039 -0.603 -0.047 0.5 -0.2 0.3
C -0.092 0.133 0.916 -0.5 0.7 0.0
C 1.018 0.911 0.200 -0.2 0.3 0.5
C 0.532 2.140 -0.671 0.5 -0.2 0.3
O 1.268 2.327 -1.756 0.3 0.1 -0.5
H 0.514 -1.669 -1.056 0.1 -0.2 0.0
H -1.105 -2.373 -1.293 0.1 0.1 -0.1
H -0.097 -2.345 1.283 0.0 -0.3 -0.3
H -1.241 0.095 -0.860 -0.1 -0.2 -0.1
H -1.970 -0.859 0.456 -0.3 0.1 0.0
H -0.695 0.869 1.474 0.0 0.0 -0.2
H 0.299 -0.501 1.721 0.1 -0.3 -0.1
H 1.640 0.283 -0.440 0.0 0.0 0.0
H 1.644 1.342 0.993 0.3 -0.2 -0.2
H 0.584 3.000 0.056 -0.3 0.1 0.1
H -0.557 2.009 -0.886 -0.3 -0.1 0.1
```
Forces are in eV/Å.

## Properties
Net charge: -1
Relative energy (zero: lowest compared OMol25 entry of this formula, charge and spin) in kJ/mol: 238.3
HOMO energy in eV: -2.25
Frontier orbital gap in eV: 5.90
2S+1: 1
Structure (SMILES): [O-]CCCCCO

# 3
# C5H8N

The ion C5H8N with charge +1 (ωB97M-V/def2-TZVPD, OMol25).

XYZ file:
```
14
Properties=species:S:1:pos:R:3:forces:R:3
C -2.568 -0.489 -0.322 -1.2 1.0 0.4
C -1.672 0.400 0.078 0.8 -0.6 -1.3
C 0.645 -0.046 0.529 1.7 0.9 1.8
C -0.106 -1.066 -0.143 0.0 -1.1 0.1
C 2.162 -0.165 0.113 -1.8 2.8 -3.6
N -0.319 0.380 -0.486 0.0 -0.5 1.4
H -3.479 -0.505 0.255 -0.1 -0.1 0.2
H -2.643 -1.014 -1.234 0.7 -0.8 -0.8
H -1.791 0.957 0.955 0.1 0.8 1.1
H 0.611 0.503 1.514 -0.5 -1.2 -1.0
H 2.507 -0.411 -0.930 -1.3 -0.2 0.6
H 2.547 -0.877 0.692 1.8 -2.5 2.7
H 2.574 0.832 0.211 0.3 0.1 0.7
H 0.162 0.726 -1.254 -0.4 1.3 -2.5
```
Forces are in eV/Å.

## Properties
Net charge: +1
Relative energy (zero: lowest compared OMol25 entry of this formula, charge and spin) in kJ/mol: 646.8
HOMO energy in eV: -15.23
Frontier orbital gap in eV: 9.58
2S+1: 1

# 4
# C21H26ClF3I2N3O2

A cluster of 2 separate species, C21H26ClF3I2N3O2 in total (ωB97M-V/def2-TZVPD, OMol25).

XYZ file:
```
58
Properties=species:S:1:pos:R:3:forces:R:3
C 3.728 -3.417 0.301 0.2 0.0 -0.3
C 2.963 -2.376 -0.462 -0.1 0.1 -0.2
I 3.736 -2.243 -2.427 0.1 0.0 0.0
C 1.963 -1.648 0.055 0.3 0.1 -0.3
I 1.605 -2.041 2.127 -0.1 0.1 -0.1
C 1.103 -0.540 -0.630 -0.1 -1.0 0.8
C 0.824 -0.797 -2.105 -0.3 0.1 -0.8
C -0.519 -0.326 -2.690 -0.1 -0.2 0.2
C -1.678 -1.354 -2.612 -0.4 0.8 -0.2
C -2.912 -0.767 -1.957 0.1 -0.4 0.3
C -3.440 -1.377 -0.815 -0.4 0.6 -0.2
C -4.552 -0.830 -0.173 0.4 0.1 -0.4
C -5.135 0.333 -0.670 0.2 -0.3 0.0
C -4.624 0.936 -1.816 0.3 -0.3 0.2
C -3.514 0.391 -2.458 -0.2 -0.2 0.5
C -0.227 -0.432 0.144 -0.5 0.5 -0.1
O -0.171 0.523 1.199 0.1 -0.2 -0.1
C -0.207 1.787 0.587 -0.4 -0.4 0.1
C 1.148 2.035 -0.097 0.5 1.5 0.3
C 2.003 2.928 0.857 -0.1 -0.3 -0.3
C 2.034 2.425 2.269 1.0 -0.5 -0.8
O 1.324 2.725 3.133 -1.2 0.6 1.4
Cl 3.360 1.264 2.555 0.3 -0.2 -0.1
C 0.969 2.882 -1.384 0.2 -0.3 -0.1
F -0.101 3.655 -1.248 -0.1 0.2 0.0
F 0.824 2.118 -2.459 -0.1 0.0 -0.2
F 2.022 3.685 -1.606 0.0 0.0 0.0
N 1.901 0.759 -0.332 0.1 -0.1 0.2
N 3.012 0.920 -1.240 0.1 0.1 0.0
H 4.275 -2.933 1.104 0.1 -0.1 0.3
H 3.053 -4.165 0.698 -0.1 -0.1 0.3
H 4.436 -3.928 -0.339 0.1 0.0 0.0
H 1.603 -0.404 -2.741 0.3 0.2 0.2
H 0.884 -1.871 -2.248 0.0 -0.2 0.0
H -0.362 -0.056 -3.728 0.2 0.0 -0.2
H -0.843 0.593 -2.214 -0.1 0.1 -0.1
H -1.964 -1.600 -3.631 0.1 -0.3 -0.2
H -1.390 -2.274 -2.115 0.1 -0.1 0.1
H -2.982 -2.274 -0.425 0.1 -0.2 0.0
H -4.936 -1.314 0.710 -0.1 0.0 0.1
H -5.990 0.749 -0.162 -0.1 0.1 0.0
H -5.079 1.832 -2.204 -0.1 0.1 -0.1
H -3.124 0.874 -3.340 0.1 0.0 -0.2
H -0.522 -1.403 0.509 0.2 -0.2 0.4
H -1.047 -0.115 -0.490 0.1 -0.1 -0.2
H -0.388 2.526 1.356 0.2 0.2 0.2
H -1.047 1.876 -0.100 0.0 -0.2 -0.3
H 1.530 3.902 0.876 -0.1 0.2 0.0
H 3.026 3.030 0.518 0.1 0.1 -0.2
H 2.313 0.554 0.591 -0.2 -0.1 0.2
H 3.763 0.334 -0.884 0.0 -0.2 -0.1
H 3.357 1.875 -1.187 -0.2 0.0 0.0
C -1.402 -0.905 5.615 -0.3 0.2 0.1
C -0.196 -1.703 5.470 0.0 0.0 0.0
N 0.756 -2.333 5.356 0.0 0.0 -0.2
H -2.258 -1.539 5.843 0.1 -0.1 0.0
H -1.290 -0.182 6.421 0.1 0.0 0.0
H -1.614 -0.361 4.695 0.1 0.0 0.0
```
Forces are in eV/Å.

## Properties
Net charge: +1
HOMO energy in eV: -11.56
Frontier orbital gap in eV: 8.88
2S+1: 1